[1]
A 14-piece molecular cluster, C18H64O14 overall at a distorted geometry. Source: OMol25; level of theory: ωB97M-V with the def2-TZVPD basis set.

Positions of all 96 atoms, in Å:
1 O 2.75022 -1.80452 -4.87128
2 O -1.78713 -2.02537 2.23122
3 O -0.41217 1.28119 -0.66577
4 O 0.86096 -5.07036 -1.25484
5 O 1.76095 2.99848 -0.58465
6 O -2.38087 5.55806 1.68433
7 O 1.85558 -4.99659 2.97011
8 O -1.84953 5.40638 -2.95495
9 O 3.05860 2.99995 1.92213
10 O -0.15952 -0.54775 4.02098
11 O -4.71546 1.44003 2.46491
12 O -0.95035 -3.89388 0.27184
13 O 5.10337 -2.79165 -0.98005
14 O -2.75130 0.82639 -2.18556
15 C -2.13375 -4.73342 0.17748
16 C -0.50262 4.17556 1.47147
17 C 4.86162 -1.48119 -1.38815
18 C -3.70321 1.76089 1.50802
19 C 0.40528 -0.93611 -0.14615
20 C 1.25448 -0.29713 -3.74536
21 C -1.31938 5.02216 2.40928
22 C 3.05432 1.65369 2.34849
23 C 1.90064 -4.12228 -1.45986
24 C 1.65325 -0.95713 -5.07329
25 C -3.22281 -2.01647 2.32203
26 C 2.30241 3.77034 -1.64415
27 C -2.92967 -4.14840 -0.96858
28 C -1.25896 4.25939 -2.45507
29 C -0.53058 0.19709 0.21580
30 C -0.71848 0.72048 4.08310
31 C 1.34218 -3.70201 3.10467
32 C -2.51851 -0.19826 -3.14410
33 H -1.44046 -1.54460 2.98639
34 H 0.62813 -0.53719 4.56970
35 H 0.41589 1.74587 -0.52435
36 H 1.42743 -3.24302 -1.89697
37 H 3.48850 -1.25649 -4.59524
38 H -1.94432 0.90633 -1.67176
39 H 2.32838 1.08823 1.76423
40 H 0.26088 3.64060 2.03626
41 H -1.69998 3.76884 -1.58734
42 H 2.12156 0.21992 -3.33434
43 H 0.21975 -4.60905 -0.70927
44 H 0.10780 4.76203 0.78478
45 H -2.41763 -4.11440 -1.93022
46 H 1.86375 4.76813 -1.63549
47 H 2.15489 -2.99412 3.26743
48 H -0.04774 -1.47612 -0.97758
49 H 4.02409 1.17302 2.21967
50 H -3.23365 -3.11972 -0.77486
51 H -3.81703 -4.75748 -1.14092
52 H -1.31645 0.83301 4.98746
53 H -1.15044 3.52791 0.88073
54 H 4.23047 -1.43178 -2.27546
55 H 2.62220 -4.94772 2.39434
56 H -0.63761 5.75435 2.84194
57 H -4.39003 1.46952 3.36759
58 H -1.59838 4.52547 3.33856
59 H 2.62164 -4.54015 -2.16246
60 H -1.37526 0.85917 3.22432
61 H 0.03344 1.50950 4.09625
62 H 5.75452 -3.12045 -1.60414
63 H 2.66709 1.48740 3.35373
64 H 0.47789 0.45554 -3.88136
65 H 4.32908 -0.87495 -0.65537
66 H -3.70401 -2.35471 3.23971
67 H -3.29612 -0.45770 -3.86250
68 H 0.65027 -1.60559 0.67840
69 H 0.61776 -3.60325 3.91311
70 H 2.45757 -3.84218 -0.56573
71 H -4.00936 1.60746 0.47321
72 H -2.84935 1.10204 1.66596
73 H 1.96957 -0.19968 -5.79046
74 H 5.83128 -0.98781 -1.45476
75 H -1.77186 -5.71973 -0.11290
76 H 2.22724 3.32321 0.18912
77 H -1.57181 -0.08913 0.36420
78 H 3.39122 3.73358 -1.60908
79 H -1.38318 5.53891 -3.78354
80 H -3.62766 -2.59379 1.49082
81 H -3.61600 -1.01591 2.14205
82 H -0.26076 4.51356 -2.09856
83 H -1.07715 -3.32864 1.03737
84 H -2.26484 -1.16035 -2.69898
85 H -1.71102 0.12104 -3.80298
86 H 3.19147 3.54272 2.70274
87 H -2.65044 -4.81675 1.13361
88 H 1.91121 3.32145 -2.55715
89 H -2.66323 6.36804 2.11539
90 H 0.88185 -3.33287 2.18819
91 H 1.38506 -0.57608 -0.46003
92 H -1.15596 3.50223 -3.23237
93 H -3.47010 2.81715 1.64250
94 H 0.85301 -1.50005 -5.57624
95 H 0.94772 -1.07138 -3.04212
96 H -0.26080 0.48945 1.23061

Summary:
- frontier orbital gap (spin up / spin down) (eV) = 9.16 / 2.53
- 2S+1 = 2
- highest occupied orbital energy (spin up / spin down) (eV) = -11.48 / -11.48
- net charge = +1

---

[2]
C15H17BrN5O6S2SeTl as an isolated structure. Source: OMol25; level of theory: ωB97M-V with the def2-TZVPD basis set.

Positions of all 48 atoms, in Å:
1 Tl 0.28711 0.32723 -0.62745
2 Br 4.85364 -0.30121 0.30288
3 Se 1.58473 1.67503 -2.39055
4 S 0.76621 -2.36877 0.59750
5 S -1.60049 3.12542 -2.00838
6 O -0.10750 -3.29931 -0.13804
7 O 0.13350 1.85362 1.08052
8 O 1.72793 -1.72892 -0.36588
9 O -0.07847 2.12298 3.28941
10 O 1.43440 -2.97347 1.73232
11 O -0.08262 -1.17399 1.05501
12 N 5.34879 -0.72681 -3.95671
13 N -0.59260 -1.32050 -2.20202
14 N -2.88072 1.90306 -4.21941
15 N -2.00473 0.52250 -0.01842
16 N 2.55381 0.61043 1.52028
17 C 1.69276 0.76741 2.52827
18 C 3.21747 -0.76152 -2.82583
19 C 3.59544 -0.15492 1.72667
20 C 0.47546 1.65872 2.29431
21 C 1.86468 0.15102 3.75735
22 C -2.35557 2.40860 -3.30810
23 C -1.99018 -1.27382 -2.65424
24 C 5.21353 0.59696 -4.04702
25 C -2.95140 -1.27047 -1.46899
26 C 2.94771 -0.69172 3.93039
27 C 4.13094 1.30316 -3.55626
28 C 4.35355 -1.36720 -3.34283
29 C -3.14859 0.09944 -0.83064
30 C 3.08931 0.61838 -2.92642
31 C 3.85139 -0.85206 2.89555
32 H -3.92885 -1.60861 -1.82491
33 H -0.39997 -2.18862 -1.68539
34 H 1.12971 0.32752 4.52848
35 H 6.02522 1.12861 -4.53646
36 H 4.70490 -1.50887 2.96794
37 H 4.46542 -2.44292 -3.24857
38 H 4.09937 2.38125 -3.65549
39 H -2.20761 -2.13802 -3.29412
40 H -2.61058 -1.99755 -0.72362
41 H 0.04564 -1.25859 -2.98820
42 H -2.13715 -0.37311 -3.25484
43 H 2.49212 -1.36708 -2.30193
44 H -4.05707 0.08395 -0.21533
45 H -3.29536 0.84883 -1.60843
46 H 3.08299 -1.23528 4.85728
47 H -2.05638 1.51085 0.20840
48 H -1.92240 -0.02166 0.83615

Summary:
- frontier orbital gap (eV) = 7.04
- 2S+1 = 1
- highest occupied orbital energy (eV) = -2.58
- net charge = -2

---

[3]
A 3-piece molecular cluster, C8H11Cl2FO6 overall at a distorted geometry. Source: OMol25; level of theory: ωB97M-V with the def2-TZVPD basis set.

Positions of all 28 atoms, in Å:
1 Cl -5.97685 -0.72301 -1.18094
2 Cl -5.91512 2.13958 -1.44969
3 F -2.26974 -7.99692 -0.39586
4 O -1.83152 -5.82276 1.95001
5 O 0.82975 4.48512 -0.77570
6 O -2.55072 -7.98376 1.82212
7 O 3.10455 4.13292 -1.03209
8 O 2.41474 6.03153 -0.45647
9 O -1.10039 -7.50372 3.46331
10 C -5.37229 0.75898 -0.55206
11 C -2.95864 -7.45131 0.61495
12 C 3.83355 6.11967 -0.49068
13 C 2.03888 4.86539 -0.69871
14 C -1.78508 -7.10587 2.50439
15 C -2.56195 -5.96856 0.77898
16 C 5.50057 4.30465 -1.12139
17 C 4.26710 4.67077 -0.31604
18 H -4.29228 0.82175 -0.41891
19 H 3.99966 6.68164 0.42841
20 H 5.42808 4.45602 -2.19839
21 H -5.82502 0.95956 0.41897
22 H -3.41826 -5.34756 1.04202
23 H 6.39895 4.65158 -0.61083
24 H 4.32532 4.30698 0.70981
25 H 4.15960 6.52516 -1.44847
26 H -1.91748 -5.53679 0.01326
27 H 5.48371 3.21737 -1.04635
28 H -4.00911 -7.68840 0.44634

Summary:
- frontier orbital gap (eV) = 10.86
- structure (SMILES) = O=C1OC[C@@H](F)O1.C[C@H]1COC(=O)O1.ClCCl
- 2S+1 = 1
- highest occupied orbital energy (eV) = -10.41
- net charge = 0

---

[4]
A 2-piece molecular cluster, C3H9N2O overall. Source: OMol25; level of theory: ωB97M-V with the def2-TZVPD basis set.

Positions of all 15 atoms, in Å:
1 O 2.54170 1.87619 0.84239
2 N 1.04507 -0.00564 -0.29871
3 N -1.01417 -1.82182 -0.57234
4 C 0.36753 0.97628 0.58642
5 C 1.39157 1.94255 1.14916
6 C -2.17731 -1.46891 -0.92235
7 H -0.95906 -2.83101 -0.48380
8 H 0.35946 -0.77507 -0.59023
9 H 1.78846 -0.46095 0.23400
10 H -2.36021 -0.40752 -1.06228
11 H -2.96476 -2.19621 -1.08349
12 H -0.13231 0.46622 1.39808
13 H 1.49167 0.47599 -1.07490
14 H 0.98929 2.68552 1.85254
15 H -0.36692 1.54439 0.02550

Summary:
- frontier orbital gap (eV) = 11.59
- 2S+1 = 1
- highest occupied orbital energy (eV) = -14.73
- net charge = +1

---

[5]
A 2-piece molecular cluster, C3H8N3O overall at a distorted geometry. Source: OMol25; level of theory: ωB97M-V with the def2-TZVPD basis set.

Positions of all 15 atoms, in Å:
1 O -0.70690 -2.95546 -0.46050
2 N -1.86173 0.90305 -0.47235
3 N 3.59496 -0.34009 -0.44986
4 N 1.29621 -0.87469 0.13691
5 C 0.02785 -0.81258 0.55556
6 C 2.36645 -0.50060 -0.09939
7 C -0.86414 -2.08309 0.31707
8 H -2.84196 0.85172 -0.07792
9 H 3.84966 0.02264 -1.39005
10 H -0.68319 -0.10225 -0.05827
11 H -1.77490 0.26445 -1.30774
12 H -1.70517 -1.97247 1.09396
13 H 0.02766 -0.66487 1.56238
14 H 4.31401 0.03790 0.14150
15 H -1.56904 1.83370 -0.75536

Summary:
- frontier orbital gap (eV) = 9.34
- 2S+1 = 1
- highest occupied orbital energy (eV) = -13.19
- net charge = +1

---

[6]
One molecule with the formula C4H7NS at a distorted geometry. Source: OMol25; level of theory: ωB97M-V with the def2-TZVPD basis set.

Positions of all 13 atoms, in Å:
1 S -0.95757 0.32208 1.47416
2 N -1.49182 -0.78538 -0.71422
3 C 0.80443 -0.78990 -0.37035
4 C 2.15244 1.34474 -0.73392
5 C -0.66667 -0.46548 0.11709
6 C 1.28186 0.35056 -1.21914
7 H 2.38335 2.11820 -1.41432
8 H -2.45712 -1.31838 -0.26378
9 H -1.11978 -1.71400 -1.28180
10 H 0.55852 -1.70216 -0.99912
11 H 1.46573 -1.30385 0.45733
12 H 0.88461 0.43814 -2.12627
13 H 2.61622 1.18695 0.27883

Summary:
- frontier orbital gap (eV) = 8.32
- structure (SMILES) = C=CCC(N)=S
- 2S+1 = 1
- highest occupied orbital energy (eV) = -8.20
- net charge = 0

---

[7]
A 2-piece molecular cluster, C7H9N overall at a distorted geometry. Source: OMol25; level of theory: ωB97M-V with the def2-TZVPD basis set.

Positions of all 17 atoms, in Å:
1 N -1.05205 0.83713 -1.33281
2 C 0.00151 0.22781 -1.97519
3 C -0.49205 1.47529 -0.22944
4 C 0.83598 1.70060 0.12992
5 C 1.30433 0.20786 -1.57745
6 C 1.79276 1.00247 -0.56333
7 C -1.61595 -1.22801 1.42945
8 C -0.45277 -1.80440 1.69316
9 H 1.84826 -0.53523 -2.12687
10 H -1.23332 1.90994 0.30768
11 H -0.09789 -2.38979 0.91383
12 H 0.89238 2.15186 1.00810
13 H -2.18668 -0.47712 2.04603
14 H -0.30034 -0.56435 -2.61397
15 H -1.90201 -1.40818 0.43009
16 H -0.23929 -1.93288 2.83532
17 H 2.89714 0.82699 -0.37452

Summary:
- frontier orbital gap (eV) = 10.38
- structure (SMILES) = c1ccncc1.C=C
- 2S+1 = 1
- highest occupied orbital energy (eV) = -9.60
- net charge = 0